16
Properties=species:S:1:pos:R:3:forces:R:3 method="wB97M-V/def2-TZVPD" homo_lumo_gap_ev="8.16 / 8.38" relative_energy_kcal_mol=0.0 multiplicity=3
H -0.664918 2.070560 -0.531440 0.934 1.184 0.164
H -1.459162 1.600230 1.055719 -0.636 0.743 -0.395
H -1.910795 -0.459482 -0.280199 -1.392 -1.606 0.840
H -1.293690 0.180421 -1.634507 -0.327 0.481 -0.742
N 0.888177 0.011123 -0.284433 -2.698 -0.623 0.869
O 2.366295 -1.667004 -0.610592 0.133 -0.161 -0.379
C 1.406613 -1.301400 0.011227 0.331 0.307 0.932
H -2.844225 0.930898 -1.018356 -0.735 -0.017 -0.228
O 0.024683 0.488387 0.710269 1.167 -1.259 -2.010
O 2.168931 2.115470 0.297245 -0.821 3.736 1.910
H -0.187546 -1.900534 1.181786 1.699 -0.329 0.010
H 1.175122 -2.945831 1.005751 0.674 -2.667 0.086
C -1.027130 1.304576 0.105649 -0.253 -1.007 0.606
N 2.439585 1.169146 -0.242310 2.167 -2.558 -1.769
C -1.921296 0.452978 -0.793120 2.350 0.270 0.585
N 0.839357 -2.049544 1.027309 -2.595 3.505 -0.478

=====

23
Properties=species:S:1:pos:R:3:forces:R:3 method="wB97M-V/def2-TZVPD" homo_lumo_gap_ev=9.81 relative_energy_kcal_mol=33.1
C -0.644090 -0.940802 -0.626784 0.655 -0.929 1.546
H -3.182982 -0.044068 1.515109 0.700 -0.383 -0.347
H 2.381844 2.002681 -0.235884 0.686 0.651 0.229
H 1.163554 2.168861 -1.534620 0.753 -0.974 -0.122
O 1.719146 0.095729 1.597847 -0.179 -0.874 0.086
H 2.518418 -0.184000 -1.416200 0.735 -0.257 -0.744
H 2.560991 -1.976398 1.432790 0.334 -0.518 0.518
H -2.231795 1.808679 0.552606 -0.787 -0.148 0.152
O -1.067589 -2.082416 -0.692955 -0.157 0.105 -1.006
C 1.946866 -0.508440 0.577136 1.207 1.726 0.570
O 2.572263 -1.677031 0.521398 -0.358 -0.538 -0.032
H -0.609623 -0.189303 1.381608 -0.589 -0.029 -1.109
N -1.393210 1.396626 0.216247 2.054 -0.457 -2.608
H -2.456205 -1.622091 1.077185 -0.482 -1.003 0.478
H 0.789093 -1.342955 -1.924163 -0.590 0.119 0.367
H -1.269653 1.586038 -0.813088 -0.501 0.012 1.627
C 1.496695 1.580305 -0.652323 -0.636 0.577 -0.179
H -3.294178 -0.663354 -0.114705 0.092 -0.009 -0.514
C 1.724235 0.082371 -0.770501 -3.190 1.140 -0.135
C -2.635597 -0.633387 0.739678 -0.128 0.715 1.017
N 0.487646 -0.590584 -1.300152 1.511 -0.145 -1.599
H 0.669391 1.800449 0.021987 0.391 -0.348 0.381
C -1.245211 -0.066910 0.447787 -1.523 1.570 1.424

=====

23
Properties=species:S:1:pos:R:3:forces:R:3 method="wB97M-V/def2-TZVPD" homo_lumo_gap_ev=4.53 total_charge=+1 relative_energy_kcal_mol=151.4
C 1.033358 -0.484234 -0.184943 1.243 -0.149 -0.294
C 0.256638 1.318427 1.468779 0.638 -0.607 -0.826
H -1.868769 -1.011278 -0.877618 0.029 1.470 -0.558
N 3.167122 -0.180375 -1.276716 -1.623 -0.302 1.107
C 0.845542 1.003108 0.079875 0.618 -0.819 0.613
H -3.489007 0.191808 0.393876 -1.291 0.144 0.495
H 3.127015 -0.264224 -2.276615 1.178 0.091 -0.147
H 1.025281 1.110007 2.230638 -0.280 0.650 -0.139
H -0.520147 0.585856 1.746961 -0.499 0.350 -0.142
H 1.870809 1.376520 -0.018987 -0.457 0.428 -0.047
H -0.144057 2.332750 1.428546 0.058 -0.202 0.660
H -2.111114 -0.986568 0.894174 0.039 1.152 0.393
H 1.983144 -1.961888 -1.312111 0.366 -0.431 0.876
H -2.522652 1.137791 -0.266018 -0.508 1.164 -0.365
H -0.039187 -2.337588 -0.360162 -0.357 0.336 -0.564
C 2.124699 -1.023193 -0.765678 -1.130 1.188 -1.606
C -0.089254 -1.423522 0.253513 -0.611 1.510 1.228
H -3.991780 0.852576 -0.972728 0.076 0.268 -0.047
C -1.417825 -0.793489 0.083130 0.552 -5.524 0.151
N -3.546490 1.086395 -0.084412 1.521 -1.038 -0.027
H 4.021241 -0.193082 -0.749618 0.438 -0.141 -0.604
H 0.055552 -1.751306 1.295951 -0.081 0.453 -0.211
H 0.229888 1.415518 -0.729835 0.079 0.009 0.056

=====

128
Properties=species:S:1:pos:R:3:forces:R:3 method="wB97M-V/def2-TZVPD" homo_lumo_gap_ev="7.33 / 7.45" total_charge=+1 multiplicity=6
H 4.848412 0.099825 -2.543868 -0.016 0.047 -0.028
C 6.673311 4.997628 0.148405 0.023 -0.014 0.005
H 1.182720 3.437787 0.483629 -0.037 0.010 0.030
H -3.671577 1.426951 2.992285 0.002 0.032 0.074
H 0.248201 -3.739044 5.730307 0.050 -0.030 -0.053
H 4.209811 2.545484 -5.998824 -0.021 -0.022 0.023
C -0.908224 -5.944280 4.469282 -0.037 -0.015 0.088
H -3.146365 0.569060 -2.242804 -0.027 0.018 0.014
H -2.797686 -1.958012 1.718889 -0.049 -0.122 -0.003
H 4.053666 5.082607 -0.556557 0.022 -0.032 0.005
C 3.873140 1.764156 -5.328031 -0.005 -0.005 -0.022
H -2.665638 4.132047 -1.387086 -0.021 -0.004 -0.069
H -2.954991 -5.683847 2.370823 -0.004 0.042 -0.086
C 4.230614 0.386699 -3.387957 0.017 0.088 -0.019
H -2.892872 -4.170047 1.456341 -0.004 0.027 -0.029
H -3.423015 3.493254 1.513289 -0.080 -0.052 0.075
N 1.311751 -0.968806 -1.483956 -0.278 -0.006 0.340
C -1.269692 2.927662 -2.512052 -0.063 -0.059 0.099
H -0.190402 -7.424373 0.497930 -0.068 0.023 0.005
H -3.827392 0.187346 -0.225152 -0.023 0.041 0.049
C 5.382501 0.598169 2.119954 -0.048 0.086 -0.016
H -1.109285 -7.501522 2.009401 -0.025 0.038 -0.118
H -0.196953 -5.328224 -0.954635 -0.006 0.005 -0.014
H 3.020601 0.242045 1.898012 0.023 0.010 -0.017
H 6.467240 0.575362 2.212375 -0.027 0.017 0.008
C 1.954173 -6.808048 2.440785 0.110 -0.066 -0.008
C 3.864914 -2.185693 -1.662970 0.070 -0.124 0.051
H -0.548837 3.743158 -2.438782 -0.041 0.044 -0.021
Mn 0.264600 -0.372610 -0.006736 -0.644 0.662 -0.807
C 3.635628 2.066155 0.921847 -0.022 -0.115 0.151
H 6.931204 -3.701894 0.163295 -0.015 0.028 -0.012
C 6.049883 -3.221829 -1.735293 -0.053 0.068 -0.042
H -1.192051 -5.823788 5.520323 0.008 -0.030 -0.037
H 2.973129 -7.161535 2.249254 -0.039 -0.005 0.026
C 5.916948 2.806609 1.109360 0.066 0.023 -0.032
C 1.888747 -4.317071 -5.426549 0.008 0.044 0.075
C 2.088353 -5.489370 0.302393 0.035 -0.073 0.026
Si 0.018783 -4.797545 2.096230 0.131 0.354 -0.130
H -3.406176 -5.660735 0.664977 0.041 0.025 0.075
C 6.076432 -3.274370 -0.346740 -0.020 0.004 0.018
C 2.655188 1.057411 1.259541 0.410 -0.208 0.081
C -3.491629 -0.817392 0.019830 -0.003 0.010 0.139
H 1.304258 -0.401051 -4.900242 0.006 0.005 -0.022
H 1.268487 -7.545013 2.021346 0.072 0.027 0.041
S -1.628672 2.626569 0.175339 0.253 0.020 -0.028
H -1.761582 -6.385919 3.948456 0.057 0.040 0.071
C 2.665514 1.117649 -5.564032 -0.030 -0.065 0.065
C -3.149165 -0.950506 1.506237 -0.039 0.039 -0.112
H 2.754804 -3.460642 2.113264 0.015 -0.020 0.001
H -1.732242 2.982827 -3.498585 -0.004 0.082 0.005
P 2.364791 -1.490983 -2.449567 0.388 -0.198 -0.278
C 1.789450 -5.410926 1.814652 0.169 -0.134 -0.073
H 4.965490 0.575006 3.130363 0.004 0.001 -0.043
H -3.092188 -0.922835 -3.181630 -0.006 0.033 -0.062
H 3.158023 -5.690296 0.169254 -0.091 -0.013 -0.010
H -1.851066 -3.425780 5.137702 -0.024 -0.032 -0.096
S -1.854672 0.111474 2.182800 -0.048 -0.003 0.009
H 1.869496 -4.551869 -0.219744 0.038 -0.062 0.048
H 2.873643 -4.530124 3.514418 0.016 0.005 -0.037
C -1.711124 -3.607978 4.065338 -0.010 -0.048 0.069
H 3.049266 -1.861268 0.275562 -0.040 -0.011 0.051
H 1.810935 -6.792240 3.524969 0.081 0.022 -0.087
H -1.536802 -2.638101 3.594754 0.033 -0.022 0.039
C 3.023611 -0.267612 -3.616025 0.025 0.050 -0.187
C 3.902017 -2.243289 -0.273049 0.148 0.003 -0.130
S -2.087676 -1.198767 -1.047954 0.299 -0.154 0.215
C -1.107888 -7.099030 0.990255 -0.082 -0.062 -0.012
H 1.873683 4.500064 -0.751331 0.037 -0.020 -0.015
C 2.241245 0.110177 -4.709300 0.175 0.040 -0.015
H 1.064297 -3.089583 4.302208 -0.050 -0.046 0.033
H -1.319720 -4.019056 -0.602556 -0.046 0.001 0.019
C -2.335332 3.093090 -1.417969 0.104 0.027 -0.023
C 0.635324 -3.996088 4.738141 0.000 -0.074 0.060
C 0.016365 -4.463266 -3.921766 0.017 0.036 -0.005
H -1.580878 0.656588 -4.231864 -0.011 -0.061 -0.054
H -2.110481 2.235177 3.115478 -0.015 0.024 0.019
H 2.059837 1.395063 -6.417708 0.002 -0.002 0.016
C 1.749943 -2.829792 -3.527766 0.011 -0.052 -0.087
H 4.951003 -2.632998 -3.471710 0.005 -0.003 0.070
O 1.478647 1.009980 0.911299 -0.163 0.440 0.091
H -0.594720 -0.609028 -3.482528 -0.052 0.003 0.005
H -1.935135 -5.601113 -1.094824 0.074 0.032 0.031
H -4.053327 -0.786123 2.095989 0.003 -0.061 -0.003
C -0.517801 -4.568308 3.895927 -0.075 0.015 0.209
H 3.325358 -2.789182 -4.997348 -0.011 -0.026 0.002
H 5.078008 -0.314619 1.606050 0.041 0.054 -0.006
C 4.653796 1.400556 -4.240951 -0.047 -0.044 0.068
C -2.513464 -0.265357 -2.532803 0.194 0.066 -0.168
H 6.935715 2.645515 1.448488 -0.055 0.014 -0.029
C -1.277598 -5.566365 0.950503 -0.186 -0.126 -0.112
C -3.093593 2.499805 1.206205 0.036 -0.015 0.097
H 7.185422 5.274272 1.070986 -0.004 0.006 -0.010
C 5.606717 3.978049 0.418890 0.019 -0.004 0.017
H -0.084163 -6.661546 4.432829 -0.081 0.057 0.022
C 2.411809 -3.274639 -4.674097 -0.077 0.015 0.039
H -1.947856 -7.557455 0.456795 0.050 0.003 0.020
C 3.308758 3.238177 0.207612 -0.114 -0.014 -0.037
C -1.270478 0.224230 -3.279496 -0.069 -0.017 0.044
H 1.649683 2.763967 -1.059626 0.030 0.010 0.015
Br 0.245366 -2.590807 1.360017 -0.100 -0.393 0.463
C 1.926180 3.506229 -0.307392 -0.001 0.002 -0.014
H 5.596491 1.901101 -4.059373 -0.003 -0.010 0.006
H 6.262247 5.897866 -0.304519 0.001 -0.009 0.007
C 4.952481 -2.679204 -2.388084 -0.031 -0.011 0.026
C 4.961534 1.845269 1.371503 0.031 -0.079 0.053
C 0.691052 -4.912755 -5.049111 -0.028 0.006 0.035
H -3.209063 2.470074 -1.606519 -0.029 -0.011 -0.034
H 0.038534 -3.052515 -2.279812 -0.011 -0.037 0.015
C 0.546528 -3.426432 -3.161485 0.051 -0.039 -0.116
C -2.758894 1.667549 2.447946 0.085 0.001 -0.164
H 1.434337 -4.725377 4.879985 -0.045 0.044 0.005
H 2.410340 -4.663327 -6.309344 -0.003 0.024 -0.008
C -1.159733 -5.093140 -0.506729 -0.001 -0.128 -0.010
H -4.297518 -1.514890 -0.212911 -0.051 0.040 0.027
H -2.642291 -4.022456 3.682656 0.035 0.040 0.005
H 1.542237 -6.297584 -0.187867 0.013 0.060 0.018
C 4.304074 4.173448 -0.021040 -0.007 0.017 -0.014
H 0.279637 -5.722002 -5.640686 0.017 0.032 0.022
C -2.709550 -5.244160 1.402251 -0.050 -0.074 -0.005
H -3.898047 2.041611 0.632845 -0.057 -0.012 -0.007
H 7.425610 4.587349 -0.528165 -0.003 0.009 0.003
C 5.004454 -2.783100 0.383360 -0.024 0.022 -0.039
H 3.841455 -4.845451 2.076541 -0.066 -0.003 0.050
H 5.025606 -2.828676 1.466027 -0.002 0.016 -0.048
H 6.890007 -3.593986 -2.308131 -0.030 -0.012 0.004
S -0.234219 1.438123 -2.435416 -0.068 -0.029 0.009
H -0.926777 -4.917591 -3.640588 0.034 0.010 0.022
C 2.863720 -4.498318 2.427452 0.034 -0.025 0.048

=====

90
Properties=species:S:1:pos:R:3:forces:R:3 method="wB97M-V/def2-TZVPD" homo_lumo_gap_ev="3.59 / 3.59" total_charge=+3
C -0.379502 2.464185 0.716156 -0.500 0.411 -0.308
C -2.008135 0.507593 -2.555956 0.255 -0.084 -0.476
C 2.593651 -5.943427 3.346683 0.106 -0.397 0.300
C 4.424268 -0.797502 -5.278042 0.004 -0.169 0.032
H -4.456957 3.000944 -0.418406 0.012 -0.027 0.052
C -5.019767 0.523267 -2.700527 -0.042 -0.111 -0.058
C 1.269120 -5.530350 3.259923 0.100 -0.005 -0.010
C 3.599007 -5.229825 2.707419 -0.068 -0.031 0.056
C 1.068769 0.920158 1.954409 -0.067 0.288 0.243
C 3.413836 -1.240564 -4.466681 0.231 -0.093 0.029
H -0.554982 4.534767 2.554515 -0.026 0.027 0.002
H 4.628696 -5.548357 2.786247 0.011 -0.007 -0.017
H 2.900904 1.942619 -6.596687 -0.037 0.001 -0.007
H 5.367885 -1.324017 -5.302272 -0.011 -0.027 -0.017
C -1.855919 3.346286 -0.774533 -0.439 -0.485 -0.240
C 1.923545 -0.880252 2.985647 0.032 -0.249 -0.123
C 0.522144 4.534118 2.653884 -0.093 -0.052 -0.041
H 2.383221 -1.561079 3.682142 0.019 -0.044 0.009
I 3.519213 7.408675 3.894283 -0.236 -0.398 -0.092
H 4.062419 -3.546782 1.472046 0.019 0.011 -0.025
H 2.277845 -4.641687 -0.817043 0.103 0.006 0.013
H -1.742462 -0.133650 5.468659 0.011 0.063 -0.001
C 3.028720 1.043088 -6.011588 -0.134 0.039 -0.071
H -0.072748 -4.071673 2.429639 -0.048 0.010 0.047
N -1.601869 -2.467362 4.608305 -0.076 0.018 0.075
H -6.885570 3.028410 -0.408855 -0.009 -0.004 0.005
C 1.551863 -2.500067 1.080896 0.113 -0.604 -0.757
C 3.267333 4.498081 3.066636 0.061 0.084 0.105
C -0.761665 3.618728 0.100667 0.513 -0.336 0.402
C 1.954789 -3.677411 1.878710 -0.024 -0.155 0.212
H -0.280864 4.577736 0.193698 0.107 -0.002 0.013
C -2.117809 0.435882 -3.967453 -0.213 0.120 0.286
N -1.327292 -0.185426 4.552902 -0.094 -0.016 0.090
C 2.018989 0.598161 -5.201012 -0.004 0.227 -0.129
C 3.276754 -4.102968 1.968317 0.026 0.149 -0.121
H 3.595486 -2.117033 -3.865877 0.042 0.060 0.028
C 1.748751 0.465643 3.125318 -0.067 0.153 -0.120
I 5.807845 1.075539 -7.230136 -0.502 -0.255 0.356
I -9.149683 1.369142 -1.726617 0.578 0.026 -0.070
C -6.357925 2.332389 -1.045289 0.021 0.077 0.010
C -2.129316 2.024456 -0.716988 0.109 0.539 0.439
O -1.053907 -1.428303 2.666360 -0.337 -0.221 0.769
N -1.249325 1.394987 0.245535 -0.051 -0.938 0.073
C 2.537244 5.663788 3.304526 0.188 0.248 0.079
C 1.247447 3.364416 2.349941 0.003 0.076 0.008
C 2.632347 3.364453 2.612596 0.003 -0.092 -0.092
H 0.491914 -6.096632 3.754002 -0.015 -0.006 -0.018
H -0.619534 -0.108979 -5.469521 -0.025 -0.029 -0.030
H -6.944709 -0.153588 -3.299031 -0.010 -0.032 0.030
H -4.511938 -0.216748 -3.302188 -0.038 -0.042 0.040
C -4.989379 2.313961 -1.059578 -0.072 0.061 0.059
C 4.247137 0.353399 -6.058049 0.436 0.208 -0.281
H -2.974733 0.723408 -4.552899 0.022 0.041 -0.027
N -0.743952 0.097916 -2.174857 -0.049 -0.019 -0.021
H 2.343245 -3.653983 -3.289716 0.032 0.015 -0.029
C 0.954663 -4.395466 2.532904 -0.054 0.101 -0.059
H -1.354060 0.656124 4.003307 0.034 -0.036 -0.067
C 0.637004 2.230683 1.692336 0.313 -0.288 0.345
C 1.458275 -2.629594 -0.297343 0.230 0.037 0.476
H 3.220227 2.484946 2.387505 0.020 0.032 -0.077
O -1.419540 -1.710576 -0.197230 0.917 1.187 0.341
H -1.855992 -2.423392 5.579677 0.021 -0.023 0.003
C 2.168877 -0.557991 -4.384966 -0.256 -0.033 0.333
C 1.151696 5.661792 3.127596 -0.006 0.057 0.019
H 0.575154 6.547409 3.354298 -0.008 0.004 0.037
C -2.877652 1.243763 -1.707332 -0.285 0.138 -0.210
C -7.073629 1.425764 -1.840072 -0.467 0.038 0.054
N 0.865024 -0.136454 1.106324 0.188 -0.675 0.355
H -1.610034 -3.364305 4.159432 0.010 0.008 -0.056
C -0.889748 0.053954 -4.440111 0.268 -0.273 -0.042
C 2.023037 -3.137304 -2.401190 0.011 -0.117 -0.115
C 1.979737 -3.656926 -1.137009 -0.007 -0.013 -0.038
O -1.938896 0.930260 1.423775 -0.271 0.662 0.158
C 1.395858 -1.231776 1.712317 0.111 0.952 0.290
H 1.112256 1.180060 -5.150637 0.050 0.066 0.052
C -0.062971 -0.196836 -3.314860 -0.656 0.173 -0.331
H 2.026369 1.083258 3.962518 -0.012 -0.019 0.051
C -6.389772 0.536985 -2.679881 0.020 -0.080 -0.192
N 1.059544 -1.572957 -1.084656 0.471 0.249 -0.485
O -3.849411 -0.172918 2.583673 0.454 0.036 0.182
Cr -0.411371 -0.549575 -0.324669 -0.835 -0.202 -1.371
C 1.208719 -0.863477 -3.385325 0.298 0.407 -0.415
H -2.329152 4.065349 -1.424125 0.035 -0.024 -0.112
C 1.457481 -1.825952 -2.338801 -0.180 -0.688 0.807
I 3.073574 -7.662420 4.460540 -0.095 0.375 -0.245
C -4.271138 1.403102 -1.878615 0.308 0.031 0.134
C -1.334857 -1.365826 3.877543 0.354 -0.119 -0.080
H 4.337038 4.492696 3.220958 0.015 -0.012 -0.016
Cl -3.113876 -0.569284 1.440177 -0.822 0.214 -0.407
O -3.836869 -0.341659 0.231652 -0.045 -0.198 0.001